Version A
This record from the OMol25 dataset describes a 3-piece molecular cluster, C10H20N3S overall. The level of theory is ωB97M-V/def2-TZVPD.

XYZ file:
```
34
Properties=species:S:1:pos:R:3:lowdin_charge:R:1
C -4.11 0.13 -1.76 -0.17
C -3.37 0.00 -2.88 -0.30
C -2.42 1.52 -1.27 -0.42
C 1.57 -1.44 -1.30 -0.10
C 3.41 -1.40 0.34 -0.01
C 1.39 0.38 2.17 -0.03
C 0.78 -2.15 1.58 -0.03
C 2.04 -0.77 -0.09 -0.37
C -0.26 -0.19 0.51 -0.13
C 0.95 -0.72 1.12 -0.44
N -3.58 0.94 -0.85 0.03
N -1.22 0.11 -0.02 0.21
N -1.02 3.56 0.44 0.00
S -1.94 1.02 -2.81 1.12
H -5.12 -0.29 -1.60 0.16
H -3.46 -0.66 -3.67 0.06
H 0.52 -1.29 -1.62 0.07
H 1.60 -2.56 -1.18 0.10
H 2.25 -1.11 -2.11 0.10
H 3.93 -0.54 0.73 0.08
H 3.36 -2.11 1.05 0.04
H 3.94 -1.68 -0.54 0.08
H 0.63 0.79 2.91 0.11
H 2.26 -0.09 2.80 0.12
H 1.86 1.24 1.85 0.04
H 1.09 -2.82 0.78 0.07
H -0.21 -2.54 1.89 0.10
H 1.50 -2.46 2.36 0.10
H 2.03 0.30 -0.33 0.13
H -1.71 3.97 1.05 0.02
H -0.41 4.44 0.28 0.08
H -1.97 2.37 -0.89 0.01
H -3.87 1.12 0.04 0.13
H -0.44 2.93 1.00 0.02
```

Charge: +1
HOMO level, eV: -13.10
M, g/mol: 214.4
Lowest unoccupied orbital energy, eV: -3.3
Kohn-Sham gap, eV: 9.77


Version B
This record from the OMol25 dataset describes C10H20N3S as an isolated structure. The level of theory is ωB97M-V/def2-TZVPD.

XYZ file:
```
34
Properties=species:S:1:pos:R:3:lowdin_charge:R:1
C -1.83 0.84 -0.23 -0.47
C 0.11 0.25 -0.93 -0.33
C -4.97 -0.33 1.50 -0.10
C 3.08 1.64 1.83 -0.03
C 2.07 -1.00 -2.26 0.02
C 1.22 -1.96 -0.25 -0.02
C -3.14 0.78 0.52 -0.25
C -3.78 -0.56 0.57 -0.26
C 2.03 0.74 1.00 -0.24
C 2.58 0.02 -0.21 -0.18
N -0.81 -0.02 0.03 0.12
N -0.03 1.19 -1.86 -0.24
N 1.59 -0.75 -0.91 -0.22
S -1.55 1.68 -1.73 1.12
H -5.80 0.12 0.94 0.09
H -5.20 -1.27 2.06 0.10
H -4.63 0.40 2.25 0.07
H 3.74 2.05 1.06 0.08
H 2.43 2.25 2.47 0.09
H 3.49 0.87 2.44 0.06
H 2.91 -1.61 -2.22 0.11
H 1.32 -1.43 -2.79 0.09
H 2.31 -0.13 -2.71 0.08
H 2.07 -2.65 -0.18 0.13
H 1.03 -1.76 0.87 0.14
H 0.40 -2.39 -0.63 0.07
H -2.85 0.98 1.55 0.13
H -3.77 1.59 0.21 0.12
H -3.94 -1.12 -0.34 0.11
H -2.93 -1.07 1.18 0.14
H 1.33 1.43 0.63 0.06
H 1.37 0.07 1.66 0.13
H 3.11 0.83 -0.83 0.18
H 3.31 -0.61 0.17 0.12
```

Charge: +1
HOMO level, eV: -13.68
M, g/mol: 214.4
Lowest unoccupied orbital energy, eV: -3.3
Kohn-Sham gap, eV: 10.42


Which one sits at the bottom of the stability order? version B does.


Version A
This record from the OMol25 dataset describes one molecule with the formula C5H6N2O. The level of theory is ωB97M-V/def2-TZVPD.

XYZ file:
```
14
Properties=species:S:1:pos:R:3:lowdin_charge:R:1
N 1.31 2.84 1.25 0.15
C 0.72 1.88 1.02 -0.18
C 0.18 0.46 1.02 -0.26
O 1.19 -0.29 0.39 -0.14
C 0.82 -0.83 -0.95 -0.11
C -0.51 -0.99 -0.46 -0.28
N -1.77 -0.51 -0.68 0.10
C -0.95 0.53 -0.14 -0.11
H 0.15 0.20 2.11 0.17
H 1.01 -0.40 -1.89 0.11
H 1.54 -1.72 -0.93 0.15
H -0.38 -1.75 0.37 0.17
H -2.58 -0.80 -0.27 0.08
H -0.73 1.38 -0.85 0.15
```

Charge: 0
HOMO level, eV: -9.34
SMILES: N#C[C@@H]1OC[C@@H]2N[C@H]21
M, g/mol: 110.1
Lowest unoccupied orbital energy, eV: 0.7
Kohn-Sham gap, eV: 10.06


Version B
This record from the OMol25 dataset describes one molecule with the formula C5H6N2O. The level of theory is ωB97M-V/def2-TZVPD.

XYZ file:
```
14
Properties=species:S:1:pos:R:3:lowdin_charge:R:1
O -2.89 -0.05 -0.28 0.09
C -1.72 -0.25 -0.09 -0.48
N -0.79 -1.15 -0.37 0.10
C 0.35 -0.83 0.50 -0.13
C 1.41 -0.10 -0.23 -0.16
C 0.78 1.20 -0.61 -0.14
N -0.26 1.51 0.02 0.06
C -0.75 0.56 0.85 -0.13
H -0.98 -1.93 -0.97 0.15
H 0.47 -1.42 1.41 0.13
H 1.93 -0.43 -1.13 0.11
H 2.24 0.18 0.47 0.13
H 1.17 1.68 -1.46 0.10
H -0.96 1.03 1.88 0.17
```

Charge: 0
HOMO level, eV: -9.35
SMILES: O=C1N[C@H]2CC=N[C@@H]12
M, g/mol: 110.1
Lowest unoccupied orbital energy, eV: 0.8
Kohn-Sham gap, eV: 10.17


Version C
This record from the OMol25 dataset describes one molecule with the formula C5H6N2O. The level of theory is ωB97M-V/def2-TZVPD.

XYZ file:
```
14
Properties=species:S:1:pos:R:3:lowdin_charge:R:1
C 1.63 1.77 0.00 0.11
C 1.26 0.51 -0.06 -0.25
O 2.20 -0.54 0.08 0.04
C 1.45 -1.65 0.01 -0.16
N 0.16 -1.50 -0.06 0.14
C -0.10 -0.11 -0.05 -0.37
N -1.14 0.57 -0.07 0.07
C -2.48 -0.12 0.02 -0.10
H 0.80 2.42 -0.10 0.06
H 2.65 2.23 -0.01 0.10
H 2.00 -2.61 -0.18 0.16
H -2.66 -0.79 -0.80 0.06
H -2.42 -0.74 0.96 0.08
H -3.35 0.55 0.25 0.08
```

Charge: 0
HOMO level, eV: -9.13
SMILES: C=C1OC=N/C1=N\C
M, g/mol: 110.1
Lowest unoccupied orbital energy, eV: 0.0
Kohn-Sham gap, eV: 9.15


Version D
This record from the OMol25 dataset describes one molecule with the formula C5H6N2O. The level of theory is ωB97M-V/def2-TZVPD.

XYZ file:
```
14
Properties=species:S:1:pos:R:3:lowdin_charge:R:1
N -3.71 -0.36 0.28 0.14
C -2.86 -0.17 -0.46 -0.24
C -1.82 0.04 -1.51 -0.10
C -0.36 -0.06 -0.77 0.00
C 0.27 0.02 0.46 -0.03
C 1.71 0.01 0.53 -0.59
N 2.26 0.10 1.78 0.15
O 2.41 0.02 -0.47 0.04
H -1.68 -0.55 -2.41 0.11
H -1.81 1.11 -1.69 0.11
H 0.47 -0.18 -1.49 0.10
H -0.07 -0.21 1.41 0.08
H 1.96 0.36 2.70 0.10
H 3.23 -0.13 1.64 0.11
```

Charge: 0
HOMO level, eV: -10.17
SMILES: N#CC/C=C/C(N)=O
M, g/mol: 110.1
Lowest unoccupied orbital energy, eV: 0.3
Kohn-Sham gap, eV: 10.42


Which one sits at the bottom of the stability order? version A does.


Version A
This record from the OMol25 dataset describes one molecule with the formula C5H6N2O. The level of theory is ωB97M-V/def2-TZVPD.

XYZ file:
```
14
Properties=species:S:1:pos:R:3:lowdin_charge:R:1
C 1.10 3.13 1.25 0.06
C 0.25 2.27 0.75 -0.18
C -0.60 1.21 0.31 -0.13
C 0.08 0.18 -0.25 -0.19
N -0.44 -0.99 -0.79 -0.11
N 0.83 -2.01 -0.72 -0.04
C -1.67 -1.62 -0.32 -0.18
O -2.43 -0.89 0.42 -0.04
H 2.16 3.73 1.21 0.08
H -1.80 1.21 0.10 0.16
H 1.14 0.23 -0.17 0.09
H 1.60 -1.61 0.09 0.14
H 1.37 -2.04 -1.81 0.16
H -1.59 -2.80 -0.09 0.17
```

Charge: 0
HOMO level, eV: -8.35
SMILES: C#C/C=C/N(N)C=O
M, g/mol: 110.1
Lowest unoccupied orbital energy, eV: -0.1
Kohn-Sham gap, eV: 8.29


Version B
This record from the OMol25 dataset describes one molecule with the formula C5H6N2O. The level of theory is ωB97M-V/def2-TZVPD.

XYZ file:
```
14
Properties=species:S:1:pos:R:3:lowdin_charge:R:1
C 0.51 -1.01 -1.70 -0.14
N 0.52 -0.02 -2.51 -0.04
N -0.09 1.08 -2.01 0.09
C -0.03 0.91 -0.69 -0.35
O -0.50 1.72 0.28 0.04
C -0.58 0.79 1.38 -0.19
C -0.37 -0.65 1.02 -0.10
C 0.42 -0.42 -0.27 -0.19
H 1.09 -1.97 -2.03 0.14
H 0.08 1.05 2.18 0.11
H -1.48 1.02 2.04 0.15
H 0.09 -1.06 1.89 0.11
H -1.29 -1.20 0.75 0.13
H 1.65 -0.25 -0.34 0.24
```

Charge: 0
HOMO level, eV: -9.21
SMILES: C1=NN=C2OCC[C@@H]12
M, g/mol: 110.1
Lowest unoccupied orbital energy, eV: 0.4
Kohn-Sham gap, eV: 9.65


Version C
This record from the OMol25 dataset describes C5H6N2O as an isolated structure. The level of theory is ωB97M-V/def2-TZVPD.

XYZ file:
```
14
Properties=species:S:1:pos:R:3:lowdin_charge:R:1
C 0.26 1.16 -0.33 -0.38
C 1.76 -0.54 -0.20 0.01
C 0.50 -0.99 -0.06 -0.29
C -1.44 -1.01 0.48 -0.14
C -0.47 0.05 -0.08 -0.07
H -0.73 2.77 -0.03 0.04
H 0.88 3.00 -0.19 0.14
H 2.79 -0.98 -0.15 0.13
H -0.54 -2.77 -0.23 0.14
H -2.29 -1.33 -0.17 0.11
H -1.91 -0.71 1.53 0.14
N 0.01 2.53 -0.60 0.13
N -0.33 -2.02 0.51 0.03
O 1.52 0.85 -0.48 0.02
```

Charge: 0
HOMO level, eV: -7.89
M, g/mol: 110.1
Lowest unoccupied orbital energy, eV: 0.9
Kohn-Sham gap, eV: 8.77


Version D
This record from the OMol25 dataset describes one molecule with the formula C5H6N2O. The level of theory is ωB97M-V/def2-TZVPD.

XYZ file:
```
14
Properties=species:S:1:pos:R:3:lowdin_charge:R:1
C 0.00 -2.03 1.29 -0.03
C 0.76 -0.91 0.75 -0.31
O 1.97 -0.69 1.09 0.04
C 0.13 0.22 -0.04 -0.30
N 0.55 1.36 -0.28 0.16
C -0.50 1.90 -1.06 -0.13
C -1.48 1.02 -1.30 -0.11
N -1.10 -0.15 -0.70 0.11
H 0.56 -2.75 2.02 0.14
H -0.36 -2.60 0.57 0.01
H -1.01 -1.75 1.69 0.11
H -0.46 2.86 -1.39 0.06
H -2.53 0.95 -1.93 0.17
H -1.62 -0.90 -0.68 0.07
```

Charge: 0
HOMO level, eV: -9.27
SMILES: CC(=O)c1ncc[nH]1
M, g/mol: 110.1
Lowest unoccupied orbital energy, eV: 0.4
Kohn-Sham gap, eV: 9.63


Which one sits at the bottom of the stability order? version A does.


Version A
This record from the OMol25 dataset describes one molecule with the formula C20H25N5O3. The level of theory is ωB97M-V/def2-TZVPD.

XYZ file:
```
53
Properties=species:S:1:pos:R:3:lowdin_charge:R:1
H 1.60 2.42 1.53 0.06
N 1.83 1.45 1.36 0.14
C 0.94 0.73 0.80 -0.28
C 1.20 -0.68 0.57 -0.04
C 2.56 -1.31 0.66 -0.47
O 2.76 -2.41 0.18 0.05
N 3.48 -0.59 1.32 0.06
C 4.87 -0.99 1.37 -0.18
C 5.76 -0.07 0.54 -0.16
C 5.39 -0.13 -0.94 -0.23
O 6.08 0.81 -1.74 -0.19
C 7.43 0.49 -1.98 -0.12
C 0.17 -1.51 0.23 0.08
C -1.15 -1.01 0.10 -0.05
C -2.24 -1.91 -0.12 -0.35
O -2.20 -3.11 -0.20 0.09
N -3.51 -1.25 -0.26 0.11
C -4.60 -2.03 -0.47 -0.02
C -5.84 -1.50 -0.61 -0.04
C -6.00 -0.10 -0.52 -0.01
C -4.92 0.71 -0.31 -0.18
C -5.03 2.19 -0.20 -0.03
C -3.62 0.12 -0.18 -0.19
N -2.58 0.91 0.01 0.16
C -1.36 0.37 0.16 -0.18
N -0.31 1.21 0.37 0.07
C -0.47 2.65 0.16 -0.36
C -1.31 3.29 1.27 -0.04
C -1.03 2.95 -1.23 -0.04
H 3.21 0.36 1.58 0.08
H 5.20 -0.97 2.42 0.12
H 4.92 -2.01 1.00 0.12
H 5.66 0.96 0.89 0.12
H 6.80 -0.38 0.68 0.11
H 4.33 0.13 -1.06 0.12
H 5.54 -1.15 -1.33 0.13
H 8.03 0.59 -1.07 0.08
H 7.78 1.21 -2.72 0.09
H 7.53 -0.52 -2.37 0.09
H 0.35 -2.56 0.08 0.14
H -4.39 -3.09 -0.52 0.13
H -6.69 -2.13 -0.77 0.11
H -6.98 0.33 -0.62 0.12
H -6.06 2.51 -0.36 0.08
H -4.40 2.68 -0.94 0.08
H -4.70 2.52 0.78 0.08
H 0.53 3.08 0.19 0.13
H -0.88 3.08 2.25 0.08
H -2.32 2.88 1.24 0.05
H -1.36 4.36 1.13 0.08
H -0.43 2.45 -1.99 0.09
H -2.06 2.62 -1.32 0.05
H -0.98 4.03 -1.41 0.08
```

Charge: 0
HOMO level, eV: -8.02
SMILES: [H]/N=c1/c(C(=O)NCCCOC)cc2c(=O)n3cccc(C)c3nc2n1C(C)C
M, g/mol: 383.5
Lowest unoccupied orbital energy, eV: -0.4
Kohn-Sham gap, eV: 7.57


Version B
This record from the OMol25 dataset describes one molecule with the formula C20H25N5O3. The level of theory is ωB97M-V/def2-TZVPD.

XYZ file:
```
53
Properties=species:S:1:pos:R:3:lowdin_charge:R:1
C 3.59 4.82 -0.53 -0.05
C 2.80 3.76 0.17 -0.28
C 3.42 2.81 0.97 -0.04
C 2.68 1.84 1.62 -0.05
C 1.30 1.81 1.51 -0.22
C 0.47 0.76 2.20 -0.07
N -0.29 -0.02 1.24 0.04
C 0.17 -0.88 0.31 -0.21
C 1.64 -1.21 0.22 -0.10
N 2.12 -2.22 -0.67 -0.17
C 2.13 -1.95 -2.09 -0.15
C 0.90 -2.50 -2.82 -0.20
O 0.73 -3.88 -2.56 -0.13
C 0.57 -4.10 -1.17 -0.20
C 1.79 -3.60 -0.39 -0.15
N -0.80 -1.37 -0.44 0.20
C -1.93 -0.79 0.01 -0.20
C -1.65 0.07 1.06 -0.06
C -2.67 0.81 1.74 -0.37
O -2.52 1.58 2.67 0.06
N -3.93 0.55 1.18 0.03
C -5.07 1.24 1.77 -0.01
C -4.24 -0.30 0.13 -0.44
O -5.38 -0.43 -0.25 0.08
N -3.19 -0.98 -0.46 0.01
C -3.44 -1.88 -1.56 0.00
C 0.67 2.77 0.72 -0.02
C 1.41 3.73 0.06 -0.03
H 3.53 5.76 0.02 0.09
H 3.20 5.00 -1.53 0.08
H 4.64 4.54 -0.60 0.08
H 4.49 2.82 1.07 0.11
H 3.18 1.11 2.23 0.11
H -0.26 1.23 2.87 0.13
H 1.11 0.09 2.78 0.13
H 2.16 -0.27 -0.03 0.13
H 1.97 -1.48 1.23 0.13
H 2.22 -0.88 -2.26 0.12
H 3.02 -2.45 -2.50 0.12
H 1.01 -2.41 -3.90 0.12
H 0.00 -1.95 -2.49 0.09
H 0.45 -5.18 -1.05 0.12
H -0.33 -3.58 -0.82 0.09
H 1.63 -3.73 0.68 0.12
H 2.66 -4.20 -0.69 0.12
H -4.69 1.86 2.58 0.09
H -5.78 0.51 2.15 0.10
H -5.56 1.84 1.01 0.10
H -3.07 -2.88 -1.31 0.10
H -4.51 -1.90 -1.74 0.09
H -2.92 -1.53 -2.45 0.10
H -0.41 2.76 0.63 0.12
H 0.91 4.47 -0.55 0.11
```

Charge: 0
HOMO level, eV: -8.21
SMILES: Cc1ccc(Cn2c(CN3CCOCC3)nc3c2c(=O)n(C)c(=O)n3C)cc1
M, g/mol: 383.5
Lowest unoccupied orbital energy, eV: 0.6
Kohn-Sham gap, eV: 8.77


Which one sits at the bottom of the stability order? version A does.